[1]
Density functional theory data (wB97M-V/def2-TZVPD) for a cluster of 2 separate species, C5H5O2S in total in a non-equilibrium geometry.

```
13
Properties=species:S:1:pos:R:3
C 1.00289 -0.68599 0.56867
C 0.21141 -0.89319 -0.58891
C -2.50596 -0.05087 0.15090
C 1.49597 0.71691 0.73554
C -0.01572 0.30052 -1.23325
O -2.14139 -0.64426 1.03834
O -3.05431 0.56295 -0.67347
S 0.52355 1.76174 -0.27138
H 1.43840 -1.62761 1.03163
H -0.27178 -1.79334 -0.99206
H 1.55626 0.93493 1.78933
H 2.51942 0.95455 0.42668
H -0.75875 0.46365 -1.98203
```

Properties
* LUMO: 3.60 eV
* energy relative to the best compared isomer or geometry (same formula, charge and spin): 40.8 kcal/mol
* E_tot: -20195.2399 eV
* net charge: -1
* E_HOMO: -0.0277 Ha



[2]
Density functional theory data (wB97M-V/def2-TZVPD) for a cluster of 2 separate species, C5H5O3 in total in a non-equilibrium geometry.

```
13
Properties=species:S:1:pos:R:3
C -1.95310 -0.87044 0.38127
C -0.84286 -1.45259 0.59713
C -3.27761 -0.11978 -0.12810
C -0.68963 -0.06056 1.06517
C 0.27887 0.69684 0.13523
O -4.31696 -0.76113 -0.12536
O -2.99376 1.07987 -0.32504
O 0.58861 -3.13096 -0.42024
H -0.66707 0.26473 2.16032
H 1.23613 0.94743 0.45603
H -0.05338 1.70382 0.01627
H 0.18163 0.14842 -0.87666
H 1.21556 -3.14707 0.26977
```

Properties
* LUMO (alpha / beta): 2.73 / 2.52 eV
* energy relative to the best compared isomer or geometry (same formula, charge and spin): 144.4 kcal/mol
* E_tot: -11403.1939 eV
* net charge: -1
* E_HOMO (alpha / beta): -0.1982 / -0.1705 Ha



[3]
Density functional theory data (wB97M-V/def2-TZVPD) for a structure of composition C5H5O6Tm in a non-equilibrium geometry.

```
17
Properties=species:S:1:pos:R:3
C 0.91790 -1.84128 3.08554
C 0.90785 -0.57493 2.15364
O 0.64795 0.51338 2.69448
O 1.10443 -2.91491 2.60560
H 0.86766 -1.61412 4.16949
H 1.76804 -0.61450 1.45856
C -0.45414 0.69186 -0.88751
C -1.49511 -0.02959 -1.85047
O -0.75022 -0.11051 -3.03782
C 0.30599 0.70865 -3.02951
O 0.48220 1.20111 -1.76697
O 0.91569 1.07602 -3.97617
O -0.90166 1.57966 -0.08865
H -2.37291 0.61725 -1.96929
H -1.76585 -1.02365 -1.48539
Tm -0.32587 2.60743 2.05808
H 0.14804 -0.27190 -0.13361
```

Properties
* LUMO (alpha / beta): -14.90 / -16.96 eV
* multiplicity: 4
* E_tot: -47040.5111 eV
* net charge: +3
* E_HOMO (alpha / beta): -0.7690 / -0.7425 Ha



[4]
Density functional theory data (wB97M-V/def2-TZVPD) for a structure of composition C5H5OV in a non-equilibrium geometry.

```
12
Properties=species:S:1:pos:R:3
C 3.47931 0.23353 -0.95858
C 3.41943 -0.68531 -1.92590
H 4.09861 1.12818 -1.05790
H 2.91848 0.11926 -0.02829
H 2.80764 -1.58450 -1.82166
H 3.98766 -0.57663 -2.85228
C 1.05821 1.39303 -2.84298
C 0.04477 0.95294 -2.30748
H 1.89271 1.87367 -3.33023
C -1.17835 0.45855 -1.98312
O -2.34166 0.76764 -2.00899
V -4.01154 0.27371 -1.56569
```

Properties
* LUMO (alpha / beta): -11.16 / -10.87 eV
* multiplicity: 5
* E_tot: -32974.5948 eV
* net charge: +2
* E_HOMO (alpha / beta): -0.5768 / -0.5718 Ha



[5]
Density functional theory data (wB97M-V/def2-TZVPD) for a structure of composition C5H6 in a non-equilibrium geometry.

```
11
Properties=species:S:1:pos:R:3
C -1.25357 0.06747 0.47504
C -2.34497 0.64492 0.80765
C -0.67496 -0.84872 -0.53579
C 0.21336 -0.28824 0.50829
C 1.10210 0.75212 -0.00323
H -1.00828 -1.87981 -0.57781
H -0.52437 -0.43840 -1.54653
H 0.72131 -1.14012 1.40998
H 0.49426 1.62093 -0.12525
H 1.34673 0.37465 -1.00138
H 1.92841 1.13520 0.58904
```

Properties
* LUMO: -0.20 eV
* energy relative to the best compared isomer or geometry (same formula, charge and spin): 114.0 kcal/mol
* E_tot: -5276.2561 eV
* E_HOMO: -0.3661 Ha



[6]
Density functional theory data (wB97M-V/def2-TZVPD) for an isolated molecule of C5H6BNO2S in a non-equilibrium geometry.

```
16
Properties=species:S:1:pos:R:3
B 1.71631 -1.23676 -0.05187
C -0.95530 1.87713 0.04724
C -2.05196 1.11753 -0.07862
C -0.96125 -1.00753 0.08358
C 0.30477 -0.63374 0.01154
C 0.38187 1.49701 0.10748
N -2.09786 -0.22976 0.01673
O 2.90368 -0.54069 -0.13859
O 1.86971 -2.61841 0.07282
S 1.72991 2.38615 -0.04045
H -1.21879 3.02251 -0.02838
H -3.03752 1.73029 -0.21560
H -1.03461 -2.15899 0.10997
H -2.97250 -0.63811 -0.30708
H 2.76095 0.36292 0.07142
H 2.66258 -2.92954 0.33981
```

Properties
* LUMO (alpha / beta): 0.43 / -2.52 eV
* multiplicity: 3
* E_tot: -22376.4697 eV
* E_HOMO (alpha / beta): -0.2214 / -0.3131 Ha



[7]
Density functional theory data (wB97M-V/def2-TZVPD) for an isolated molecule of C5H6BO4PS in a non-equilibrium geometry.

```
18
Properties=species:S:1:pos:R:3
C -2.12202 -0.79320 1.13321
B -1.17190 -0.98878 -0.15543
O -0.95177 -2.30426 -0.78803
C -0.25398 0.17430 -0.82030
C 0.98393 0.59891 -0.19473
P 1.64646 0.16473 1.49436
S 3.24403 1.25464 1.85701
C 1.61792 1.47403 -1.40274
O 2.74438 1.22305 -1.91174
O 0.51764 2.17849 -1.92515
C -0.45485 1.10097 -2.10029
O -1.42950 1.28839 -2.84880
H -1.47969 -0.20281 1.88953
H -3.06411 -0.22950 0.82201
H -2.34834 -1.84696 1.54519
H 0.00459 -2.48898 -0.80543
H 0.66209 0.62858 2.46341
H 1.85513 -1.23160 1.74793
```

Properties
* LUMO: -1.82 eV
* E_tot: -34270.5379 eV
* E_HOMO: -0.3371 Ha
* SMILES string: CB(O)C1=C([PH2]=S)C(=O)OC1=O



[8]
Density functional theory data (wB97M-V/def2-TZVPD) for an isolated molecule of C5H6Br3NO in a non-equilibrium geometry.

```
16
Properties=species:S:1:pos:R:3
C 0.18601 1.31244 0.06448
C 2.38244 0.98920 -0.06410
C -0.23225 0.01055 0.07637
C 0.57546 -1.20758 0.59117
C -1.57989 -0.41523 -0.34576
N 1.45487 1.69114 0.42743
O -2.30990 0.35974 -1.08930
Br -0.86303 2.73938 -0.42877
Br -2.74948 -0.40065 1.43008
Br -1.57789 -2.34721 -0.98361
H 3.47136 1.07725 0.12905
H 2.21362 0.24483 -0.99792
H 1.23196 -0.81880 1.49842
H 1.09158 -1.56552 -0.16906
H -0.02707 -1.92494 1.06427
H -3.26779 0.25542 -1.20276
```

Properties
* LUMO (alpha / beta): -0.08 / -3.06 eV
* energy relative to the best compared isomer or geometry (same formula, charge and spin): 5.9 kcal/mol
* multiplicity: 3
* E_tot: -218941.4506 eV
* E_HOMO (alpha / beta): -0.2242 / -0.3651 Ha



[9]
Density functional theory data (wB97M-V/def2-TZVPD) for a structure of composition C5H6BrCl in a non-equilibrium geometry.

```
13
Properties=species:S:1:pos:R:3
C -1.74449 2.15342 -0.41668
C 0.43778 -1.09515 -0.02034
C -1.56982 0.83859 -0.30712
C 0.26399 0.18952 -0.18750
C 1.77359 -1.60979 0.46775
Cl -2.65528 -0.42465 -0.04814
Br 1.47633 1.58291 -0.37118
H -2.84131 2.50879 -0.43861
H -0.89558 2.77103 -0.59510
H -0.54773 -1.64256 -0.03486
H 1.66524 -1.99909 1.48266
H 2.46087 -0.72850 0.45071
H 2.17640 -2.54451 0.01841
```

Properties
* LUMO: 0.76 eV
* energy relative to the best compared isomer or geometry (same formula, charge and spin): 30.9 kcal/mol
* E_tot: -87844.1468 eV
* E_HOMO: -0.3431 Ha



[10]
Density functional theory data (wB97M-V/def2-TZVPD) for an isolated molecule of C5H6BrPS in a non-equilibrium geometry.

```
14
Properties=species:S:1:pos:R:3
Br -4.31337 0.31527 -0.13634
P -2.42347 -0.77258 -0.16355
C -1.18382 0.29965 0.56062
C 0.17677 -0.29234 0.21715
C 0.86735 -0.02473 -0.88580
C 2.00760 -0.79639 -0.98213
C 2.11105 -1.67836 0.03300
S 0.85522 -1.59025 1.12778
H -3.03214 -2.09053 0.05004
H -2.05320 -0.97650 -1.51367
H -1.44865 0.58154 1.59022
H 0.79365 0.92872 -1.43486
H 2.75804 -0.68398 -1.73674
H 2.92902 -2.31571 -0.01794
```

Properties
* LUMO: 0.34 eV
* energy relative to the best compared isomer or geometry (same formula, charge and spin): 35.2 kcal/mol
* E_tot: -95446.2450 eV
* E_HOMO: -0.2927 Ha
* SMILES string: Br[PH2]=Cc1cccs1



- What is the E_tot in the eighth record?
  -218941.4506 eV



- The highest E_tot belongs to which entry?
  C5H6